DFT (ωB97M-V with the def2-TZVPD basis set) results for an isolated molecule of C5H11N2PS2 in a non-equilibrium geometry.

As for the frontier orbital gap (alpha / beta): 6.741 / 5.975 eV. The total charge is 0. For the LUMO energy (alpha / beta), the calculation gives 0.659 / -2.831 eV. For the molar mass, the calculation gives 194.27 g mol⁻¹. Its spin multiplicity is 3.

Each line ends with the Löwdin charge.
Element x y z (Å)
C: -1.47 -1.08 -0.74  -0.8172
C: -0.16 -1.18 -1.38  -0.3029
C: -2.75 0.60 0.74  -0.1547
C: 1.86 -0.04 -1.54  -0.1816
C: 0.74 0.31 1.82  -0.1902
N: -1.54 0.13 0.15  -0.3218
N: 0.49 0.09 -1.20  -0.3125
P: -0.05 0.95 0.19  0.3109
S: -2.76 -2.00 -0.96  0.8381
S: 0.04 2.88 -0.04  0.2099
H: 0.30 -2.04 -0.96  0.0932
H: -0.32 -1.57 -2.50  0.1603
H: -3.55 -0.17 1.01  0.0951
H: -2.44 1.17 1.54  0.0377
H: -3.24 1.27 -0.03  0.1071
H: 2.43 0.95 -1.21  0.1116
H: 2.45 -0.89 -1.18  0.0758
H: 2.15 -0.02 -2.64  0.0977
H: 1.55 0.98 2.02  0.0034
H: -0.12 0.37 2.55  0.0501
H: 1.28 -0.73 1.59  0.0899

---

DFT (ωB97M-V with the def2-TZVPD basis set) results for the ion C5H11N2S with charge +1 in a non-equilibrium geometry.

As for the frontier orbital gap: 9.222 eV. The total charge is +1. For the LUMO energy, the calculation gives -4.634 eV. For the molar mass, the calculation gives 131.22 g mol⁻¹. Its spin multiplicity is 1.

Each line ends with the Löwdin charge.
Element x y z (Å)
C: 1.33 -0.41 -0.05  -0.4754
C: -0.19 -2.21 -0.22  -0.1092
C: -1.14 -1.08 0.20  -0.2130
C: -0.31 2.55 -0.33  -0.0693
C: -0.98 1.34 0.30  -0.3033
N: 1.16 -1.68 -0.05  0.0159
N: -0.66 0.14 -0.37  0.0340
S: 2.63 0.61 0.09  0.9783
H: -0.33 -3.10 0.39  0.1367
H: -0.34 -2.46 -1.28  0.1374
H: -2.13 -1.27 -0.23  0.1503
H: -1.24 -1.04 1.30  0.1357
H: 0.77 2.45 -0.31  0.0212
H: -0.62 2.65 -1.37  0.0890
H: -0.59 3.45 0.20  0.0859
H: -2.07 1.44 0.16  0.1503
H: -0.81 1.30 1.39  0.1309
H: 1.91 -2.37 -0.01  0.1758
H: 3.61 -0.32 0.18  -0.0712

---

DFT (ωB97M-V with the def2-TZVPD basis set) results for a cluster of 2 separate species, C5H11N3 in total.

As for the frontier orbital gap: 7.726 eV. The total charge is 0. For the LUMO energy, the calculation gives 0.580 eV. For the molar mass, the calculation gives 113.16 g mol⁻¹. Its spin multiplicity is 1.

Each line ends with the Löwdin charge.
Element x y z (Å)
C: -1.28 -0.30 -0.83  -0.1765
C: -0.69 0.93 1.57  -0.1232
C: 0.81 -0.84 -0.54  -0.2253
C: 1.20 0.41 -0.09  -0.3889
N: 2.52 0.86 -0.03  0.1030
N: -1.89 -1.40 -0.21  -0.0138
C: 0.11 1.21 0.33  -0.1134
N: 1.05 -1.89 -1.17  0.0872
H: 3.21 0.34 -0.56  0.0854
H: 2.86 1.18 0.86  0.0858
H: 1.76 -1.84 -1.90  0.0529
H: -1.44 -2.29 -0.40  0.0671
H: -2.90 -1.45 -0.26  0.0757
H: -1.89 0.59 -0.72  0.0736
H: -0.95 -0.39 -1.86  0.0797
H: 0.20 2.27 0.09  0.1095
H: -1.67 1.40 1.53  0.0740
H: -0.82 -0.14 1.74  0.0683
H: -0.16 1.35 2.44  0.0789